Molecular formula: C3H4O2S
Method: DFT, the ωB97M-V functional and the def2-TZVPD basis

Summary:
E	-665.1852	Ha
Kohn-Sham gap (alpha / beta)	7.424 / 8.628	eV
highest occupied orbital energy (alpha / beta)	-9.7 / -9.6	eV
lowest unoccupied orbital energy (alpha / beta)	-2.290 / -0.993	eV
energy above the lowest of the compared OMol25 structures with the same formula, charge and spin	526.3	kJ/mol

Cartesian coordinates (Å):
C1 0.2789 1.0661 0.3685
C2 0.6215 0.8691 1.5778
C3 -0.0777 0.1490 -0.7904
O1 0.4152 -2.4840 -1.1819
O2 -1.4142 -1.9510 0.4354
S1 -0.0515 -1.7191 -0.0277
H1 0.3513 2.1825 0.0860
H2 0.6961 1.4837 2.3430
H3 -1.2029 0.2424 -1.0283
H4 0.3833 0.1613 -1.7825